{"formula": "Br3H2PSi", "method": "ωB97M-V with the def2-TZVPD basis set", "elements": ["Si", "P", "Br", "Br", "Br", "H", "H"], "xyz": [[-2.20597, 0.22842, -0.25197], [3.57127, -0.16594, 0.87044], [-3.01998, -1.58412, -1.37228], [-3.13746, 0.32393, 1.77024], [-3.26131, 2.09574, -1.23054], [3.24514, -0.80894, -0.41806], [4.80831, -0.08909, 0.63217]], "lumo_ev": [-3.0, -1.4], "spin_multiplicity": 1, "orbital_gap_ev": [6.2, 8.0], "de_lowest_kcal_mol": 72.8}

{"formula": "Br3Mg", "method": "ωB97M-V with the def2-TZVPD basis set", "elements": ["Mg", "Br", "Br", "Br"], "xyz": [[1.65259, -0.26817, -1.14100], [-1.52373, -0.83455, 1.81440], [0.93818, 0.86330, 1.15447], [-1.06704, 0.23942, -1.82787]], "lumo_ev": 0.4, "total_charge": -1, "spin_multiplicity": 1, "orbital_gap_ev": 3.7}

{"formula": "Br3O3PS", "method": "ωB97M-V with the def2-TZVPD basis set", "elements": ["O", "O", "O", "P", "S", "Br", "Br", "Br"], "xyz": [[0.21910, -1.12953, 0.82226], [0.55858, -0.10794, -1.49541], [-0.51754, 1.28534, 0.24338], [0.72839, 0.13798, 0.03646], [2.51398, 0.70034, 0.49139], [-1.41515, -1.97612, 0.72980], [-0.90999, -0.45369, -2.69087], [-1.17737, 1.54364, 1.86299]], "lumo_ev": -2.3, "spin_multiplicity": 1, "orbital_gap_ev": 7.4}

{"formula": "BrCl2N", "method": "ωB97M-V with the def2-TZVPD basis set", "elements": ["N", "Cl", "Cl", "Br"], "xyz": [[-0.06931, -0.24907, 0.48587], [0.51222, -1.58720, -0.29520], [1.24394, 1.52644, -0.16270], [-1.68685, 0.30984, -0.02796]], "lumo_ev": [-2.4, -2.7], "spin_multiplicity": 1, "orbital_gap_ev": [8.1, 7.6], "de_lowest_kcal_mol": 12.2}

{"formula": "BrClFP", "method": "ωB97M-V with the def2-TZVPD basis set", "elements": ["F", "P", "Cl", "Br"], "xyz": [[-0.65243, -0.64011, 0.67262], [0.72063, 0.10209, 0.26770], [0.38636, 0.22747, -1.91288], [0.08165, 2.12899, 0.78324]], "lumo_ev": -0.1, "smiles": "FP(Cl)Br", "spin_multiplicity": 1, "orbital_gap_ev": 10.6, "de_lowest_kcal_mol": 1.7}

{"formula": "BrClO3P", "method": "ωB97M-V with the def2-TZVPD basis set", "elements": ["O", "O", "O", "P", "Cl", "Br"], "xyz": [[-0.24933, 2.01562, -0.17621], [1.28625, 0.07923, -1.04773], [0.05406, -0.19515, 1.25912], [0.06711, 0.42463, -0.30656], [-1.55085, -0.38680, -1.09573], [0.39275, -1.93753, 1.36712]], "lumo_ev": 3.0, "total_charge": -1, "spin_multiplicity": 1, "orbital_gap_ev": 8.0, "de_lowest_kcal_mol": 10.8}

{"formula": "BrClO3S", "method": "ωB97M-V with the def2-TZVPD basis set", "elements": ["O", "O", "O", "S", "Cl", "Br"], "xyz": [[1.28377, 0.84136, 0.16124], [0.68801, -1.52067, -0.29656], [-0.67574, 0.22151, -1.34593], [0.26027, -0.18675, 0.00019], [-1.11832, 1.82992, -1.55529], [-0.43799, -1.18537, 3.03635]], "lumo_ev": [-3.7, -4.0], "spin_multiplicity": 1, "orbital_gap_ev": [7.9, 7.2], "de_lowest_kcal_mol": 59.8}

{"formula": "BrFHN", "method": "ωB97M-V with the def2-TZVPD basis set", "elements": ["N", "F", "Br", "H"], "xyz": [[0.00782, -0.18970, 0.60517], [0.09026, -1.26155, -0.28481], [-1.31119, 0.80321, -0.01598], [1.21311, 0.64804, -0.30438]], "lumo_ev": [-1.0, -1.2], "spin_multiplicity": 1, "orbital_gap_ev": [8.9, 8.7], "de_lowest_kcal_mol": 72.4}

{"formula": "BrFHOPS", "method": "ωB97M-V with the def2-TZVPD basis set", "elements": ["O", "F", "P", "S", "Br", "H"], "xyz": [[1.60960, 0.28493, -0.70055], [0.01455, -0.35375, 1.66751], [-0.39115, -0.47745, 0.07460], [-1.15931, -2.16513, -0.36191], [-1.43138, 1.48620, -0.00577], [1.35769, 1.22521, -0.67389]], "lumo_ev": -2.1, "spin_multiplicity": 1, "orbital_gap_ev": 8.7, "de_lowest_kcal_mol": 61.2}

{"formula": "BrH2IO2Si", "method": "ωB97M-V with the def2-TZVPD basis set", "elements": ["O", "O", "Si", "Br", "I", "H", "H"], "xyz": [[-0.68107, -1.67200, -0.14526], [-0.04895, 1.02878, -0.64601], [-0.97811, -0.06789, -0.07177], [3.03460, 1.50988, 0.55136], [-3.40019, 0.25110, 0.44926], [0.25510, -1.91630, -0.01015], [1.81863, 0.86642, -0.12741]], "lumo_ev": -1.4, "smiles": "O=[Si](O)I.Br", "spin_multiplicity": 1, "orbital_gap_ev": 8.9, "de_lowest_kcal_mol": 62.1}